{
  "formula": "CH6N2O2",
  "method": "ωB97M-V/def2-TZVPD",
  "lumo_energy_ev": 0.6,
  "fmax_ev_per_a": 0.89,
  "e_tot_ha": -301.62760,
  "orbital_gap_ev": 8.6,
  "smiles": "[O-]/[NH+]=C\\O.N",
  "de_lowest_kcal_mol": 73.1,
  "charge": 0,
  "elements": ["C", "N", "N", "O", "O", "H", "H", "H", "H", "H", "H"],
  "xyz": [[-0.237, 1.543, -0.667], [-0.172, 0.624, 0.242], [0.445, -2.118, -0.006], [-0.398, 0.946, 1.476], [-0.537, 2.775, -0.266], [-0.064, 1.362, -1.710], [0.059, -0.374, 0.041], [1.349, -2.379, -0.383], [0.452, -2.315, 0.988], [-0.259, -2.707, -0.434], [-0.638, 2.645, 0.719]],
  "nbo_charge": [0.323, -0.166, -1.074, -0.656, -0.666, 0.177, 0.415, 0.375, 0.383, 0.376, 0.513]
}

---

{
  "formula": "C24H44Br4ClFIN4O5P2",
  "method": "ωB97M-V/def2-TZVPD",
  "lumo_energy_ev": -3.1,
  "fmax_ev_per_a": 1.02,
  "e_tot_ha": -13372.33279,
  "orbital_gap_ev": 8.3,
  "charge": 1,
  "elements": ["C", "C", "P", "C", "C", "C", "C", "O", "I", "N", "C", "C", "C", "C", "O", "O", "C", "N", "Cl", "C", "C", "C", "N", "N", "C", "P", "O", "Br", "C", "C", "C", "C", "C", "O", "C", "C", "C", "F", "H", "H", "H", "H", "H", "H", "H", "H", "H", "H", "H", "H", "H", "H", "H", "H", "H", "H", "H", "H", "H", "H", "H", "H", "H", "H", "H", "H", "H", "H", "H", "H", "H", "H", "H", "H", "H", "H", "H", "H", "H", "H", "H", "C", "Br", "Br", "Br", "H"],
  "xyz": [[5.620, 0.769, 0.798], [4.375, -0.055, 0.382], [2.878, 1.001, 0.580], [2.443, 0.625, 2.323], [1.492, 0.373, -0.616], [2.263, 0.484, -1.971], [1.630, 0.680, -3.344], [1.779, -0.111, -4.201], [0.622, 2.486, -3.931], [0.349, 1.365, -0.612], [0.573, 2.777, -0.088], [1.560, 3.691, -0.826], [2.534, 4.408, 0.129], [3.898, 4.656, -0.463], [4.919, 4.538, 0.131], [3.840, 5.127, -1.752], [-0.739, 0.927, 0.123], [-1.959, 1.372, -0.162], [-2.172, 2.299, -1.561], [-3.165, 1.114, 0.660], [-4.221, 2.219, 0.616], [-5.342, 1.967, -0.403], [-6.196, 0.833, -0.093], [-0.523, 0.113, 1.168], [0.184, -1.153, 0.922], [-0.936, -2.663, 1.363], [-2.443, -1.997, 1.472], [-0.468, -2.592, 3.549], [0.893, -1.102, -0.452], [2.002, -2.198, -0.515], [2.076, -3.314, 0.540], [2.764, -3.066, 1.879], [2.849, -4.355, 2.702], [1.596, -5.022, 2.797], [-0.026, -1.299, -1.712], [-0.921, -2.527, -1.924], [-2.383, -2.387, -1.502], [-0.352, -3.666, -1.341], [6.461, 0.548, 0.142], [5.931, 0.500, 1.810], [5.436, 1.845, 0.798], [4.482, -0.366, -0.656], [4.298, -0.931, 1.025], [3.196, 1.168, 2.906], [2.524, -0.427, 2.597], [1.469, 1.026, 2.600], [3.022, 1.273, -1.888], [2.819, -0.441, -2.121], [-0.406, 3.246, -0.186], [0.768, 2.771, 0.991], [2.110, 3.145, -1.586], [1.005, 4.457, -1.369], [2.134, 5.403, 0.360], [2.684, 3.853, 1.051], [4.319, 4.548, -2.359], [-3.608, 0.175, 0.313], [-2.840, 0.976, 1.689], [-4.687, 2.231, 1.607], [-3.767, 3.205, 0.490], [-4.931, 1.816, -1.403], [-5.955, 2.873, -0.444], [-6.348, 0.708, 0.900], [-5.879, -0.038, -0.494], [-1.278, 0.022, 1.830], [0.954, -1.248, 1.683], [-2.635, -1.633, 2.346], [2.992, -1.757, -0.616], [1.847, -2.737, -1.450], [2.674, -4.096, 0.053], [1.102, -3.789, 0.680], [2.264, -2.313, 2.491], [3.799, -2.765, 1.685], [3.149, -4.104, 3.722], [3.615, -5.015, 2.280], [1.573, -5.760, 2.181], [-0.657, -0.424, -1.904], [0.679, -1.324, -2.535], [-0.904, -2.710, -3.000], [-3.030, -2.388, -2.379], [-2.671, -3.229, -0.870], [-2.561, -1.471, -0.936], [-9.400, -0.667, -1.386], [-9.779, 0.988, -0.496], [-8.181, -0.428, -2.857], [-8.755, -1.998, -0.154], [-10.327, -1.034, -1.802]],
  "lowdin_charge": [-0.131, -0.391, 1.082, -0.243, -0.383, -0.177, -0.814, 0.023, 0.950, -0.038, -0.181, -0.232, -0.114, -0.522, 0.138, 0.080, -0.383, -0.362, 0.849, -0.174, -0.199, -0.290, -0.001, 0.129, -0.389, 0.721, -0.405, 0.467, -0.308, -0.112, -0.198, -0.203, -0.252, -0.113, -0.071, -0.336, -0.034, -0.049, 0.075, 0.074, 0.046, 0.069, 0.047, 0.057, 0.015, 0.035, 0.099, 0.111, 0.073, 0.110, 0.024, 0.100, 0.138, 0.091, 0.125, 0.110, 0.117, 0.119, 0.103, 0.090, 0.115, 0.074, 0.046, 0.098, 0.018, 0.021, 0.084, 0.121, 0.136, 0.045, 0.045, 0.110, 0.121, 0.125, 0.094, 0.114, 0.095, 0.147, 0.091, 0.078, 0.045, -1.643, 0.572, 0.557, 0.557, -0.030]
}